Entry 1:
17
Properties=species:S:1:pos:R:3:nbo_charge:R:1 method="wB97M-V/def2-TZVPD" lumo_energy_ev="-6.3 / -6.3" spin_multiplicity=1 charge=+1 homo_ha="-0.4628 / -0.4628" max_force_ev_per_a=4.28
C -0.76 2.89 0.86 -0.116
C -1.07 2.79 -0.52 0.097
C 0.10 0.96 0.18 0.214
C 0.08 -3.72 -0.13 0.399
C 1.23 -1.60 -0.21 0.652
C 0.14 -2.28 0.01 -0.311
N -0.56 1.61 -0.92 -0.561
N -0.14 1.72 1.22 -0.530
O -0.44 -4.44 0.65 -0.367
O 2.44 -1.69 -0.61 -0.571
Cl -1.90 3.93 -1.49 0.114
Cl -1.35 -1.47 0.34 0.158
H -0.94 3.61 1.62 0.252
H 0.37 -3.93 -1.10 0.145
H -0.55 1.23 -1.82 0.436
H 0.28 1.50 2.08 0.438
H 3.05 -1.09 -0.16 0.550

Entry 2:
91
Properties=species:S:1:pos:R:3:mulliken_spin:R:1 method="wB97M-V/def2-TZVPD" lumo_energy_ev="-6.8 / -6.8" spin_multiplicity=2 charge=+2 s2=0.76 homo_ha="-0.4616 / -0.4615" max_force_ev_per_a=0.91
Re -1.56 0.88 0.24 1.134
C 1.69 3.77 0.75 -0.002
C 2.14 3.64 2.05 0.008
C 1.52 2.72 2.86 -0.005
C 0.47 1.95 2.37 0.007
N 0.09 2.00 1.08 -0.082
C 0.69 2.94 0.30 0.011
N -0.19 1.19 3.33 -0.005
C -1.33 0.67 3.20 0.002
N -2.13 0.52 2.00 -0.026
C -3.36 -0.12 2.38 0.011
N -4.35 -0.44 1.64 -0.011
C -4.48 -0.17 0.29 0.031
C -5.74 -0.44 -0.25 -0.014
C -6.01 -0.15 -1.56 0.011
C -5.00 0.42 -2.34 -0.006
C -3.78 0.64 -1.76 -0.011
N -3.49 0.33 -0.47 -0.047
C -3.30 -0.38 3.81 0.003
C -4.24 -0.99 4.63 0.002
C -3.91 -1.13 5.97 0.000
C -2.69 -0.66 6.47 0.000
C -1.76 -0.06 5.64 0.000
C -2.09 0.07 4.30 -0.009
H 2.10 4.50 0.07 0.000
H 2.94 4.25 2.43 0.000
H 1.78 2.59 3.90 0.000
H 0.32 3.04 -0.70 0.006
H -6.49 -0.86 0.41 0.000
H -6.99 -0.35 -1.98 0.000
H -5.17 0.70 -3.37 0.000
H -2.97 1.08 -2.32 0.016
H -5.19 -1.33 4.24 0.000
H -4.62 -1.59 6.65 0.000
H -2.47 -0.78 7.52 0.000
H -0.81 0.31 6.01 0.000
C -1.08 -2.73 2.48 -0.002
C -1.82 -2.68 1.15 -0.006
P -1.04 -1.61 -0.10 -0.085
C -1.70 -2.17 -1.73 0.012
C -2.46 -3.50 -1.74 0.001
C 0.71 -2.08 -0.03 -0.020
C 0.97 -3.53 -0.45 0.002
H -1.71 -3.18 3.24 0.000
H -0.79 -1.74 2.85 0.011
H -0.18 -3.33 2.40 0.001
H -2.87 -2.39 1.26 -0.001
H -1.83 -3.68 0.71 0.000
H -0.84 -2.21 -2.40 -0.001
H -2.35 -1.38 -2.11 0.001
H -1.83 -4.33 -1.44 0.000
H -2.81 -3.70 -2.75 0.000
H -3.33 -3.48 -1.09 0.000
H 1.03 -1.91 1.00 0.008
H 1.30 -1.39 -0.63 0.010
H 0.41 -4.25 0.16 0.000
H 2.03 -3.76 -0.32 0.001
H 0.73 -3.71 -1.49 0.000
C 5.11 1.21 -3.23 0.000
C 5.46 1.96 -1.95 0.000
N 5.74 1.07 -0.82 0.000
C 4.82 0.49 -0.05 0.001
S 3.17 0.84 -0.21 0.001
N 5.25 -0.38 0.89 0.000
C 6.63 -0.63 1.28 0.000
C 7.20 0.45 2.19 0.000
H 4.95 1.92 -4.04 0.000
H 4.20 0.63 -3.09 0.000
H 5.91 0.54 -3.52 0.000
H 4.64 2.61 -1.65 0.000
H 6.35 2.57 -2.09 0.000
H 6.71 0.80 -0.70 0.000
H 4.52 -0.66 1.53 0.000
H 7.24 -0.74 0.38 0.000
H 6.66 -1.60 1.76 0.000
H 7.23 1.42 1.70 0.000
H 8.22 0.19 2.50 0.000
H 6.59 0.54 3.09 0.000
F -2.07 2.52 -0.43 0.041
Br 0.89 3.60 -4.05 0.000
C -0.36 2.37 -4.73 0.000
C -0.90 2.62 -5.99 0.000
C -1.84 1.75 -6.53 0.000
C -2.25 0.63 -5.83 0.000
C -1.71 0.36 -4.58 0.000
C -0.78 1.24 -4.04 -0.001
I 0.10 0.79 -2.20 0.001
H -0.59 3.50 -6.53 0.000
H -2.25 1.96 -7.51 0.000
H -2.97 -0.05 -6.26 0.000
H -2.01 -0.52 -4.04 0.000

Entry 3:
43
Properties=species:S:1:pos:R:3:nbo_charge:R:1 method="wB97M-V/def2-TZVPD" lumo_energy_ev=2.2 spin_multiplicity=1 charge=-1 homo_ha=-0.1678 max_force_ev_per_a=4.14
C 0.38 -6.37 -2.78 -0.281
C -0.35 -5.39 -2.71 -0.042
C -0.74 -3.87 -2.41 -0.261
N -0.11 -2.91 -3.32 -0.631
C 1.36 -2.86 -3.24 -0.217
C 1.87 -2.41 -4.70 0.734
O 2.72 -3.13 -5.28 -0.726
O 1.37 -1.34 -5.30 -0.812
C 1.94 -1.77 -2.23 -0.296
I 3.99 -2.47 -1.75 0.051
C 1.18 -1.66 -0.83 -0.304
C -0.20 -0.85 -0.91 -0.674
I 2.50 -0.57 0.56 0.023
H 1.02 -7.30 -2.75 0.247
H -1.86 -3.82 -2.61 0.211
H -0.61 -3.64 -1.32 0.208
H -0.45 -3.00 -4.29 0.404
H 1.87 -3.84 -3.03 0.214
H 2.05 -0.76 -2.72 0.256
H 1.00 -2.66 -0.33 0.218
H -0.49 -0.65 -1.99 0.265
H -0.08 0.14 -0.36 0.218
H -1.02 -1.46 -0.41 0.206
N -1.05 0.07 2.46 -0.504
C -1.04 1.37 2.87 -0.086
C -2.22 1.63 3.52 -0.317
C -2.98 0.43 3.50 -0.315
C -2.23 -0.52 2.84 -0.070
H -0.31 -0.39 1.96 0.429
H -0.18 2.00 2.67 0.216
H -2.51 2.57 3.95 0.209
H -3.96 0.28 3.92 0.217
H -2.43 -1.55 2.61 0.211
N -0.56 4.77 2.51 -0.510
C 0.46 4.88 1.60 -0.077
C 1.10 6.07 1.83 -0.299
C 0.45 6.70 2.93 -0.314
C -0.57 5.87 3.32 -0.080
H -1.20 4.00 2.57 0.420
H 0.64 4.11 0.87 0.218
H 1.95 6.45 1.28 0.218
H 0.70 7.65 3.37 0.216
H -1.30 5.97 4.11 0.206

Entry 4:
87
Properties=species:S:1:pos:R:3:lowdin_charge:R:1 method="wB97M-V/def2-TZVPD" lumo_energy_ev=0.5 spin_multiplicity=1 homo_ha=-0.2968 smiles=CC(C)C[PH3]C[C@@H](C)Br.Fc1ccccc1.Fc1ccccc1.Fc1ccccc1.Fc1ccccc1.Fc1ccccc1 max_force_ev_per_a=1.19
C 9.19 -3.24 0.47 -0.094
C 9.44 -1.76 0.17 -0.501
C 9.38 -1.46 -1.34 -0.100
C 8.53 -0.84 0.99 -0.376
P 6.73 -0.66 0.37 0.743
C 4.90 -0.57 -0.19 -0.434
C 3.85 -1.24 0.70 -0.754
C 3.08 -2.33 -0.04 -0.176
Br 4.58 -2.11 2.33 0.713
H 8.19 -3.56 0.20 0.056
H 9.37 -3.41 1.52 0.075
H 9.90 -3.83 -0.12 0.075
H 10.46 -1.56 0.48 0.119
H 10.30 -1.78 -1.80 0.073
H 9.22 -0.40 -1.49 0.059
H 8.56 -2.01 -1.81 0.071
H 8.46 -1.18 2.02 0.067
H 8.95 0.17 1.03 0.072
H 6.41 0.03 1.57 0.002
H 6.67 -2.07 0.17 0.005
H 7.11 0.17 -0.71 0.021
H 4.87 -1.09 -1.15 0.064
H 4.62 0.46 -0.39 0.069
H 3.14 -0.49 1.01 0.066
H 2.42 -1.91 -0.79 0.082
H 2.52 -2.89 0.71 0.046
H 3.80 -3.02 -0.46 0.073
F -0.71 2.39 -0.39 0.042
C -1.05 1.13 -0.05 -0.278
C -2.24 0.61 -0.52 -0.011
C -2.58 -0.69 -0.17 -0.080
C -1.75 -1.44 0.64 -0.081
C -0.56 -0.89 1.11 -0.082
C -0.20 0.40 0.76 -0.018
H -2.88 1.22 -1.15 0.120
H -3.51 -1.11 -0.54 0.075
H -2.02 -2.45 0.92 0.105
H 0.09 -1.47 1.75 0.102
H 0.72 0.85 1.11 0.113
F 0.45 -2.86 7.63 0.055
C 1.72 -3.15 7.28 -0.289
C 2.55 -3.76 8.20 -0.021
C 3.85 -4.06 7.82 -0.085
C 4.30 -3.75 6.55 -0.093
C 3.45 -3.14 5.64 -0.096
C 2.14 -2.84 6.00 -0.013
H 2.18 -3.98 9.19 0.116
H 4.52 -4.54 8.53 0.103
H 5.32 -3.98 6.26 0.101
H 3.80 -2.89 4.64 -0.012
H 1.46 -2.37 5.31 0.115
F -5.43 -1.91 -1.25 0.043
C -5.49 -1.81 -2.60 -0.275
C -4.35 -1.44 -3.30 -0.014
C -4.42 -1.35 -4.68 -0.073
C -5.61 -1.62 -5.34 -0.086
C -6.74 -1.98 -4.62 -0.087
C -6.68 -2.08 -3.24 -0.037
H -3.43 -1.23 -2.77 0.100
H -3.54 -1.07 -5.24 0.107
H -5.66 -1.54 -6.42 0.104
H -7.67 -2.17 -5.13 0.109
H -7.54 -2.37 -2.65 0.121
F -9.06 0.54 -5.61 0.052
C -8.88 1.46 -4.64 -0.282
C -9.09 2.79 -4.94 -0.018
C -8.90 3.74 -3.94 -0.084
C -8.50 3.34 -2.67 -0.097
C -8.29 2.00 -2.40 -0.078
C -8.48 1.05 -3.39 -0.013
H -9.40 3.08 -5.93 0.117
H -9.07 4.79 -4.15 0.104
H -8.35 4.08 -1.89 0.100
H -7.97 1.69 -1.41 0.105
H -8.33 0.00 -3.19 0.092
F -1.74 8.94 -0.03 0.054
C -2.24 7.69 0.04 -0.290
C -3.58 7.52 0.35 -0.022
C -4.09 6.23 0.42 -0.086
C -3.26 5.14 0.20 -0.093
C -1.92 5.33 -0.10 -0.076
C -1.40 6.62 -0.19 -0.013
H -4.20 8.38 0.52 0.116
H -5.13 6.08 0.65 0.102
H -3.66 4.13 0.26 0.098
H -1.27 4.48 -0.27 0.081
H -0.36 6.79 -0.43 0.117

Entry 5:
58
Properties=species:S:1:pos:R:3:nbo_charge:R:1 method="wB97M-V/def2-TZVPD" lumo_energy_ev=0.0 spin_multiplicity=1 homo_ha=-0.3114 max_force_ev_per_a=0.24
Ti -0.52 -0.47 0.06 1.375
C -0.36 0.65 2.95 -0.427
N -0.33 -0.72 2.40 -0.483
C -1.35 -1.50 3.13 -0.415
C 0.99 -1.34 2.65 -0.226
C 2.08 -0.54 1.98 -0.237
N 1.80 -0.36 0.54 -0.489
C 2.37 0.93 0.10 -0.404
C 2.50 -1.43 -0.21 -0.411
H 0.02 0.67 3.98 0.190
H -1.39 0.99 2.94 0.242
H 0.22 1.34 2.34 0.204
H -1.19 -1.39 4.21 0.176
H -1.29 -2.54 2.84 0.241
H -2.33 -1.13 2.85 0.235
H 0.96 -2.35 2.25 0.225
H 1.18 -1.40 3.73 0.198
H 3.05 -1.02 2.12 0.211
H 2.15 0.45 2.44 0.208
H 3.45 0.95 0.29 0.183
H 1.90 1.75 0.64 0.205
H 2.19 1.07 -0.96 0.244
H 3.59 -1.30 -0.09 0.182
H 2.25 -1.36 -1.27 0.234
H 2.20 -2.40 0.15 0.230
Cl 1.93 0.77 -3.53 -0.011
C 0.48 -0.14 -3.21 0.038
C -0.01 -0.30 -1.92 -0.492
C -1.10 -1.08 -1.73 -0.263
Cl -2.62 0.35 0.55 -0.462
C -1.79 -1.73 -2.74 -0.097
Cl -3.15 -2.73 -2.40 0.055
C -1.34 -1.53 -4.03 -0.064
Cl -2.15 -2.27 -5.36 0.052
C -0.19 -0.74 -4.27 -0.119
Cl 0.37 -0.54 -5.89 0.048
C -1.47 3.84 1.48 -0.644
C -0.20 3.49 0.73 -0.055
O -0.35 2.40 -0.18 -0.562
C -1.13 2.74 -1.33 -0.064
C -0.36 3.57 -2.34 -0.642
H -1.23 4.54 2.29 0.214
H -1.93 2.95 1.90 0.225
H -2.21 4.32 0.84 0.213
H 0.58 3.20 1.43 0.169
H 0.18 4.37 0.19 0.177
H -2.05 3.25 -1.01 0.178
H -1.44 1.80 -1.77 0.212
H -0.10 4.55 -1.96 0.200
H -0.96 3.71 -3.23 0.221
H 0.56 3.05 -2.62 0.220
C -0.07 -4.79 -0.58 -0.265
O 0.25 -3.40 -0.50 -0.562
C -0.65 -2.63 0.17 0.444
O -1.60 -3.15 0.72 -0.628
H 0.73 -5.25 -1.16 0.190
H -1.03 -4.93 -1.07 0.200
H -0.12 -5.24 0.42 0.186

Entry 6:
12
Properties=species:S:1:pos:R:3:nbo_charge:R:1 method="wB97M-V/def2-TZVPD" lumo_energy_ev=0.0 spin_multiplicity=1 homo_ha=-0.3344 smiles="O=NC1CNC1" max_force_ev_per_a=0.65
O 2.71 -0.45 0.29 -0.279
N 1.80 0.02 -0.35 0.154
C 0.56 0.13 0.44 -0.187
C -0.50 1.10 -0.13 -0.222
N -1.43 -0.03 -0.38 -0.617
C -0.43 -1.00 0.09 -0.209
H 0.85 0.16 1.50 0.210
H -0.17 1.63 -1.02 0.198
H -0.92 1.83 0.58 0.197
H -1.65 -0.14 -1.37 0.359
H -0.06 -1.73 -0.65 0.197
H -0.75 -1.53 0.99 0.198